# 1
Below is C5H7Cl2N in the gas phase in a non-equilibrium geometry, with properties calculated with ωB97M-V/def2-TZVPD.

maximum force: 6.14 eV/Å
E_tot: -1169.773157 a.u.
lowest unoccupied orbital energy: 0.018 Eh

Each line ends with the Löwdin charge.
Geometry (Å):
C1 -1.01803 0.35370 -0.05846  -0.44
C2 1.21992 -0.52041 -0.30805  -0.15
C3 -2.35827 0.01569 0.04022  -1.10
C4 -0.62388 1.85824 -0.14357  -0.07
C5 2.09591 -1.62497 0.22590  -0.07
N1 0.03471 -0.50483 0.18700  0.06
Cl1 -2.72452 -1.65158 0.32355  0.62
Cl2 -3.57530 1.22549 -0.04767  0.65
H1 1.67384 0.00972 -1.06796  0.09
H2 0.26206 2.08586 0.54543  0.11
H3 -1.39339 2.35207 0.36986  0.00
H4 -0.55038 2.02467 -1.25233  0.10
H5 2.08375 -2.35314 -0.43840  0.01
H6 1.72883 -2.10882 1.09465  0.06
H7 3.14474 -1.16168 0.52981  0.12

Atomic forces in eV per Å
-1.0 1.9 0.6
-2.2 -2.5 3.1
3.3 -0.2 -0.1
1.0 -1.9 0.0
2.2 4.8 3.2
0.4 -0.7 -0.6
-0.6 0.4 -0.2
-0.3 -0.6 0.0
0.3 1.8 -1.8
-0.7 -0.6 -1.7
-1.2 1.3 -0.1
0.3 0.8 1.3
1.0 -3.3 -3.6
-0.8 0.1 1.1
-1.8 -1.3 -1.1



# 2
Below is a molecular structure, C17H30AgF6O7 in a non-equilibrium geometry, with properties calculated with ωB97M-V/def2-TZVPD.

net charge: -1
maximum force: 5.35 eV/Å
E_tot: -1938.544164 a.u.
lowest unoccupied orbital energy: 0.093 Eh

Each line ends with the Löwdin charge.
Geometry (Å):
Ag1 -0.36077 -0.01913 0.32744  0.79
C1 2.29853 2.18957 -1.40207  -0.42
O1 3.05873 1.48284 -2.43794  -0.12
O2 1.23823 1.27139 -1.18532  -0.27
C2 3.20305 2.50426 -0.19734  -0.56
F1 2.52276 2.96920 0.84982  0.13
F2 3.91033 1.43438 0.23852  0.12
F3 4.14336 3.43714 -0.51908  0.09
C3 3.97697 2.22970 -3.29660  -0.25
C4 4.70265 1.07970 -4.03656  -0.09
H1 5.12555 0.39600 -3.30048  0.08
H2 4.08560 0.59405 -4.79254  0.07
H3 5.43674 1.48652 -4.73206  0.05
H4 4.75049 2.75952 -2.74068  0.09
H5 3.46054 2.86290 -4.01804  0.10
H6 1.89707 3.08279 -1.88071  0.13
C5 -0.36214 -2.84550 -1.12922  -0.40
O3 -0.56551 -2.50762 0.31678  -0.20
O4 0.26755 -1.71513 -1.66451  -0.24
C6 0.40353 -4.21345 -1.26250  -0.58
F4 1.18513 -4.31617 -2.35558  0.13
F5 1.20922 -4.47595 -0.22712  0.12
F6 -0.47451 -5.20249 -1.13909  0.11
C7 -1.57993 -3.25085 1.00716  -0.27
C8 -1.47912 -2.71879 2.42114  -0.08
H7 -2.17911 -3.29400 3.02714  0.07
H8 -0.47057 -2.79595 2.82732  0.07
H9 -1.74396 -1.66399 2.49434  0.07
H10 -1.29927 -4.30340 0.96887  0.11
H11 -2.60168 -3.11276 0.65351  0.09
H12 -1.40307 -2.94591 -1.43660  0.12
C9 1.69425 -0.57325 4.53749  -0.02
C10 1.48177 -0.62210 3.03660  -0.47
O5 0.66622 0.06876 2.48588  0.01
C11 2.53154 -1.44047 2.19185  0.01
H13 2.03924 -1.57019 4.81169  0.08
H14 0.75886 -0.36097 5.05525  0.08
H15 2.36542 0.26115 4.74099  0.09
H16 3.52645 -1.19703 2.56465  0.07
H17 2.44299 -1.06352 1.17294  0.08
H18 2.33465 -2.51134 2.14105  0.08
C12 -0.63532 4.37597 0.60530  -0.01
C13 -1.46969 3.26964 -0.07488  -0.47
O6 -1.61821 2.21469 0.48830  0.01
C14 -2.08843 3.52605 -1.43278  -0.02
H19 0.30272 4.57467 0.08695  0.08
H20 -0.33138 4.06103 1.60357  0.07
H21 -1.32278 5.19163 0.82934  0.07
H22 -2.85444 2.79226 -1.68356  0.07
H23 -1.35224 3.38584 -2.22427  0.09
H24 -2.65294 4.45592 -1.50201  0.07
C15 -5.20658 0.11741 0.59176  -0.02
C16 -4.20747 -0.72825 -0.21671  -0.46
O7 -3.04690 -0.43871 -0.39098  0.06
C17 -4.71197 -2.08961 -0.72700  -0.03
H25 -5.57428 -0.37689 1.49096  0.08
H26 -6.08113 0.43895 0.02619  0.07
H27 -4.74531 1.03157 0.96545  0.07
H28 -5.74497 -1.97661 -1.05600  0.07
H29 -4.75834 -2.82175 0.07918  0.07
H30 -4.09814 -2.39351 -1.57492  0.08

Atomic forces in eV per Å
0.8 -0.1 -1.4
-3.1 -4.2 -1.2
1.4 1.8 -0.1
2.0 2.7 1.1
0.2 -1.0 -0.7
-0.2 0.4 0.3
-0.3 0.2 -0.1
0.0 0.3 0.2
-0.1 -2.5 0.4
-0.2 1.1 -0.8
0.0 -0.1 -0.3
-0.6 -0.5 0.7
0.8 0.3 0.4
-0.3 0.4 0.1
-0.2 0.3 0.2
0.3 0.9 0.3
1.8 4.7 -0.9
-0.5 -1.1 -0.2
-1.5 -3.6 1.4
0.5 1.8 1.0
-1.0 -0.3 0.1
1.2 0.5 0.8
-1.2 -1.4 -1.4
1.8 0.8 0.5
-0.5 -0.3 0.3
0.0 0.0 0.4
0.0 -0.3 -0.1
-0.1 0.1 -0.2
-0.3 -0.2 0.1
0.0 0.1 -0.5
-0.4 -0.7 -0.7
-0.8 -0.4 -0.5
1.7 -0.4 -0.9
-0.6 0.1 0.3
-1.2 1.2 0.2
0.5 0.3 0.5
-0.1 0.0 -0.1
0.4 -0.4 0.1
0.1 -0.3 0.1
0.0 0.0 -0.1
0.0 0.0 0.4
-0.6 -0.9 0.5
0.7 0.2 0.3
-0.3 -0.2 0.2
-0.7 -0.4 -0.2
-0.4 0.5 -0.4
0.0 -0.6 -0.1
0.4 0.6 -0.7
0.2 -0.5 0.5
0.3 0.5 0.1
0.7 0.5 0.0
0.5 0.6 0.1
0.2 -0.9 0.4
-0.8 0.4 0.2
-0.6 1.0 -0.2
0.0 -0.5 -0.2
0.0 -0.3 -0.3
0.4 0.0 -0.2
-0.1 0.0 -0.2
0.4 0.0 0.0
0.1 -0.2 0.3



# 3
Below is a molecular structure, C20H54N3O9Zn in a non-equilibrium geometry, with properties calculated with ωB97M-V/def2-TZVPD.

net charge: +1
maximum force: 5.82 eV/Å
E_tot: -3414.864601 a.u.
lowest unoccupied orbital energy: -0.182 Eh

Each line ends with the Löwdin charge.
Geometry (Å):
Zn1 -0.52260 2.36833 2.28817  1.05
O1 0.51389 -0.66174 0.10834  0.14
C1 0.17897 0.46139 0.75982  -0.78
O2 -0.77677 1.15469 0.41780  -0.02
O3 0.78011 0.93398 1.70663  -0.02
H1 -0.20009 -0.50793 -0.51469  0.09
C2 -1.27405 -4.35633 -2.47101  -0.04
C3 -1.35661 -5.11768 -1.11638  -0.48
C4 -1.37655 -4.05275 0.06055  -0.03
O4 -2.46463 -5.91799 -1.02431  -0.03
H2 -1.05447 -5.00943 -3.31561  0.08
H3 -0.56237 -3.53103 -2.44871  0.06
H4 -2.25970 -3.92719 -2.65112  0.07
H5 -0.48925 -5.76835 -1.00507  0.13
H6 -1.60440 -4.56022 0.99792  0.07
H7 -2.19604 -3.33749 -0.00983  0.06
H8 -0.49949 -3.41251 0.15512  0.05
H9 -2.69494 -6.00000 -0.09596  0.09
C5 2.16168 3.35881 -3.36399  -0.05
C6 1.66717 3.07361 -1.98013  -0.51
C7 2.80444 2.45565 -1.15633  -0.02
O5 1.32866 4.29637 -1.39606  -0.07
H10 2.74388 4.28023 -3.37488  0.10
H11 1.31284 3.46947 -4.03877  0.09
H12 2.68630 2.48874 -3.75878  0.09
H13 0.77543 2.44849 -2.02641  0.13
H14 2.88426 1.42465 -1.50096  0.08
H15 2.51685 2.41694 -0.10567  0.06
H16 3.78524 2.89297 -1.34308  0.10
H17 0.97101 4.79109 -2.13696  0.10
C8 -4.32183 -1.09419 -2.71559  -0.04
C9 -2.92177 -0.83885 -2.14163  -0.43
C10 -1.79432 -0.69855 -3.16783  -0.15
O6 -0.53605 -0.92349 -2.45944  -0.21
C11 0.56187 -0.67631 -3.28885  -0.11
N1 -2.97556 0.37616 -1.32678  0.04
H18 -4.25911 -1.99133 -3.33148  0.08
H19 -4.64839 -0.19144 -3.23182  0.08
H20 -4.99334 -1.23831 -1.86918  0.08
H21 -2.67422 -1.66008 -1.46901  0.11
H22 -1.88525 0.16710 -3.82394  0.13
H23 -1.89067 -1.45819 -3.94357  0.12
H24 1.51240 -0.93062 -2.81990  0.09
H25 0.62078 0.31970 -3.72773  0.08
H26 0.57141 -1.33506 -4.15721  0.10
H27 -3.67211 0.25718 -0.60514  0.06
H28 -2.11022 0.61564 -0.86426  0.01
C12 3.21185 -3.08294 2.77917  -0.08
C13 2.28639 -1.94523 2.63850  -0.45
C14 1.70896 -1.62077 4.07453  -0.19
O7 0.89943 -2.71302 4.49753  -0.19
C15 0.27599 -2.47350 5.80248  -0.07
N2 3.06141 -0.81633 2.16591  0.06
H29 2.65657 -4.00696 2.94027  0.09
H30 3.93499 -2.93806 3.58177  0.09
H31 3.87573 -3.16684 1.91875  0.07
H32 1.49530 -2.18178 1.92694  0.12
H33 1.12472 -0.70074 4.05680  0.09
H34 2.48675 -1.40986 4.80846  0.12
H35 -0.47569 -3.21297 6.07861  0.08
H36 -0.26023 -1.52460 5.78963  0.07
H37 1.05650 -2.45771 6.56318  0.09
H38 2.36606 -0.08612 2.10782  0.02
H39 3.18681 -1.02663 1.18604  0.04
C16 0.13957 6.28783 1.02692  -0.01
C17 -0.37540 5.00343 1.70893  -0.41
C18 -1.75739 4.70451 1.17723  -0.12
O8 -2.19748 3.35698 1.61498  -0.27
C19 -3.53890 3.06502 1.12935  -0.03
N3 0.48780 3.87117 1.41885  0.06
H40 1.07015 6.49766 1.55427  0.09
H41 -0.50996 7.14350 1.21146  0.10
H42 0.45107 6.17255 -0.01124  0.08
H43 -0.47796 5.17893 2.77981  0.15
H44 -1.79059 4.67498 0.08814  0.14
H45 -2.48730 5.43895 1.51774  0.15
H46 -3.54572 3.21972 0.05041  0.10
H47 -4.37551 3.62427 1.54818  0.10
H48 -3.68632 2.00471 1.33460  0.09
H49 0.56408 3.90703 0.41238  0.07
H50 1.41319 4.19000 1.66805  0.13
C20 2.70643 -3.29775 -0.64030  -0.13
O9 2.80938 -1.87964 -0.58309  -0.14
H51 2.29343 -3.72510 0.27344  0.06
H52 1.97856 -3.63672 -1.37746  0.07
H53 3.60844 -3.86464 -0.87073  0.09
H54 1.96651 -1.42741 -0.66459  0.02

Atomic forces in eV per Å
0.5 -1.1 -2.3
-0.7 1.9 1.2
-0.1 0.1 -0.4
-3.3 0.4 -2.1
3.4 -0.1 4.7
-0.5 -1.6 -2.2
-0.7 -0.6 0.5
1.7 2.6 0.5
-0.4 -0.5 -0.5
-1.6 -0.6 -0.4
0.1 -0.1 0.1
0.1 -0.2 0.2
-0.1 0.1 0.0
0.5 0.2 0.1
0.5 -0.1 0.2
-0.3 -0.1 -0.6
0.4 -0.5 0.0
-0.1 -0.2 0.0
-0.6 -0.6 -1.0
1.7 -0.8 0.0
-1.0 -0.8 -0.4
-0.8 1.2 0.7
0.3 -0.3 -0.1
-0.1 0.3 -0.1
0.4 0.2 0.0
0.0 -0.4 0.2
0.1 -0.2 0.2
0.4 0.1 0.1
-0.2 0.4 0.2
-0.3 0.6 0.2
1.1 0.3 0.3
0.1 0.6 0.3
-0.4 -1.5 0.2
-1.0 1.2 -0.4
1.0 -0.6 -1.1
-0.4 0.6 -0.2
-0.5 0.1 -0.1
-0.1 -0.3 -0.4
-0.1 -0.2 -0.1
0.2 -0.5 -0.4
0.5 1.0 0.8
0.1 -0.8 0.2
-0.2 0.2 0.6
-0.2 0.4 0.4
-0.4 -0.3 -0.2
-0.1 0.0 0.1
0.1 -0.2 -0.1
1.0 -1.4 0.0
0.0 0.6 2.0
-0.4 -0.5 -0.9
-0.9 0.2 1.1
0.8 0.2 -1.1
-0.6 0.7 0.1
0.3 -0.2 0.0
-0.3 0.1 0.4
-0.3 -0.2 -0.3
-0.5 -0.2 0.3
-0.5 0.3 -0.2
0.5 -0.3 -0.1
0.3 -0.4 -0.5
0.1 0.3 0.0
0.0 0.1 0.1
0.3 0.6 0.2
0.7 -0.1 -0.3
0.7 -0.2 1.2
-1.3 1.6 -0.9
-0.7 -0.9 0.0
-0.2 1.6 0.5
0.3 -1.1 -0.4
0.2 0.9 0.8
0.2 0.4 0.0
-0.1 -0.1 -0.3
-0.6 -0.2 0.0
0.3 -0.1 0.2
0.2 0.0 -0.1
0.0 0.0 0.1
0.1 -0.1 0.0
0.6 0.4 0.6
-0.1 0.1 -0.1
0.0 -0.8 -1.0
0.6 -0.5 0.5
-1.5 -0.6 0.0
1.3 -0.5 -0.4
0.2 0.2 0.4
-0.1 0.3 -0.5
0.4 0.9 0.1
-0.1 -0.6 0.1



# 4
Below is a molecular structure, C7H5ClNO4S in a non-equilibrium geometry, with properties calculated with ωB97M-V/def2-TZVPD.

net charge: -1
maximum force: 5.43 eV/Å
E_tot: -1483.776094 a.u.
lowest unoccupied orbital energy (alpha / beta): 0.080 / 0.080 Eh

Each line ends with the Löwdin charge.
Geometry (Å):
C1 0.00589 -2.35713 -0.51562  -0.06
C2 -0.13579 0.07689 -0.65218  -0.10
C3 -0.56946 -1.15756 -0.57899  0.06
C4 1.26707 0.07593 -1.09809  -0.33
C5 -0.77195 1.32561 -0.20528  -0.61
C6 1.39685 -2.17706 0.21351  -0.16
C7 2.12070 -0.98408 -0.37458  -0.10
N1 -1.89969 1.01972 0.42693  -0.08
O1 1.81009 0.89957 -1.79643  0.12
O2 -0.26757 2.41662 -0.43555  -0.01
O3 -3.31907 1.97815 2.19592  -0.41
O4 -3.37027 3.00744 0.09687  -0.35
S1 -2.60518 2.29991 1.01061  0.23
Cl1 -1.43075 3.84858 1.78526  0.30
H1 -0.52766 -3.24387 -0.60383  0.06
H2 1.09536 -2.15317 1.29483  0.12
H3 1.90110 -3.15708 0.02241  0.11
H4 2.82353 -1.29195 -1.12890  0.12
H5 2.47682 -0.42653 0.34311  0.07

Atomic forces in eV per Å
0.3 2.6 1.6
0.3 -0.2 -1.0
0.4 -0.9 -0.1
0.6 0.9 -1.1
0.8 0.1 -0.5
-2.1 -2.1 0.3
-2.5 -2.6 -3.4
-0.1 0.9 1.1
-0.1 -0.5 0.2
0.1 -0.3 -0.1
-0.3 -1.2 1.3
-1.6 1.9 -3.5
-0.9 -0.5 2.6
0.9 -0.1 0.1
-0.2 -1.7 -0.9
1.0 0.3 -0.7
0.1 0.9 0.3
0.7 -0.1 0.1
2.8 2.8 3.8



# 5
Below is C10H18O6Si in the gas phase in a non-equilibrium geometry, with properties calculated with ωB97M-V/def2-TZVPD.

maximum force: 4.69 eV/Å
E_tot: -1132.896891 a.u.
lowest unoccupied orbital energy: 0.014 Eh

Each line ends with the Löwdin charge.
Geometry (Å):
O1 -1.47864 -2.33998 0.90762  0.07
O2 0.34195 0.68014 2.09158  0.09
O3 -0.72841 -1.58614 -2.70879  0.06
O4 -2.15733 -0.16322 0.46844  0.00
O5 -0.03747 1.72742 0.09196  -0.02
O6 -1.33558 0.57847 -2.09504  0.00
C1 -2.21304 -1.34998 1.06656  -0.54
C2 0.23274 1.67651 1.41542  -0.57
C3 -1.28332 -0.48856 -2.91264  -0.50
C4 -3.08289 -1.33491 2.28338  0.00
C5 0.50597 2.98391 2.09082  0.03
C6 -1.89461 -0.26346 -4.27214  0.02
C7 3.23493 -0.17477 1.26916  -0.11
C8 2.67006 0.29922 -0.07556  -0.24
C9 1.88857 -0.80331 -0.88904  -0.21
C10 0.47911 -1.03433 -0.34081  -0.20
Si1 -0.87375 0.34440 -0.50671  0.60
H1 -3.11092 -0.29238 2.68580  0.09
H2 -2.62882 -1.99099 3.03053  0.09
H3 -4.17774 -1.69361 2.03520  0.13
H4 1.17096 2.84706 2.88615  0.07
H5 -0.46258 3.46751 2.39179  0.12
H6 0.80309 3.76498 1.43709  0.07
H7 -2.45072 -1.11197 -4.57418  0.07
H8 -2.65280 0.48972 -4.10259  0.08
H9 -1.18842 0.06049 -5.05772  0.11
H10 2.39890 -0.47190 1.97073  0.08
H11 3.90817 -1.06503 1.26298  0.08
H12 3.79751 0.64194 1.71993  0.06
H13 3.42469 0.68840 -0.72947  0.09
H14 2.02245 1.14720 0.06166  0.06
H15 2.41500 -1.74955 -0.92665  0.10
H16 1.90374 -0.52191 -1.95819  0.10
H17 0.11090 -2.01878 -0.73925  0.09
H18 0.44828 -0.94259 0.72200  0.04

Atomic forces in eV per Å
-2.3 2.7 -0.7
-0.8 0.0 -0.8
-1.7 3.2 0.0
0.4 1.4 -1.7
-2.3 -0.5 -0.2
-0.3 0.4 0.9
2.2 -3.5 2.2
0.9 0.5 1.7
2.0 -3.8 -1.9
-2.3 0.5 0.1
-2.4 1.1 -1.2
-0.4 1.6 0.7
-0.6 -0.7 0.7
-0.1 -1.7 -0.5
0.2 1.5 0.1
-1.1 0.2 -1.6
3.3 -2.8 0.3
-0.3 -0.9 -0.3
-0.3 0.0 -0.3
2.1 0.7 0.5
0.7 -0.1 1.2
0.6 -1.0 0.4
1.0 0.4 -1.0
0.0 -1.2 -0.3
-0.1 0.6 -0.5
-0.2 -0.2 0.6
0.9 0.5 -0.7
-0.4 0.7 -0.6
0.0 0.0 0.2
0.9 0.1 -0.2
-0.1 0.1 0.2
0.3 -0.2 0.5
-0.4 0.2 0.3
0.2 1.3 1.0
0.6 -1.0 0.9